{
  "formula": "C28H80N8O12",
  "method": "ωB97M-V with the def2-TZVPD basis set",
  "symbols": ["H", "H", "C", "H", "H", "C", "C", "H", "C", "H", "C", "H", "H", "C", "N", "H", "O", "H", "H", "C", "H", "H", "O", "C", "N", "H", "O", "C", "H", "N", "C", "O", "O", "H", "H", "H", "C", "H", "H", "H", "H", "H", "C", "H", "C", "H", "O", "O", "H", "H", "C", "H", "C", "H", "H", "C", "H", "N", "H", "H", "H", "H", "H", "H", "H", "H", "H", "H", "H", "C", "O", "H", "H", "C", "H", "O", "H", "H", "C", "H", "C", "C", "C", "H", "H", "H", "H", "H", "O", "H", "C", "O", "C", "C", "H", "H", "H", "O", "N", "H", "C", "H", "H", "H", "H", "H", "N", "C", "H", "H", "H", "H", "H", "H", "H", "N", "H", "H", "H", "H", "H", "H", "C", "H", "H", "H", "N", "H"],
  "xyz": [[1.731454, 28.793036, 3.561950], [-3.811219, 25.062732, 1.623406], [-2.015052, 33.490074, 0.977716], [-5.756821, 24.366533, 3.156707], [-6.861650, 32.289959, 5.021158], [-7.332925, 29.695050, 7.594900], [-0.501382, 30.396026, 3.808732], [-2.778606, 32.274507, 8.898350], [-4.754880, 33.021542, 5.279976], [-2.942105, 30.647828, 6.063547], [0.872641, 28.480562, 2.962827], [-5.048143, 29.905580, 1.190024], [-2.384126, 33.982868, -0.937667], [-9.570276, 30.006825, 3.021818], [-3.363010, 33.343925, 1.128793], [-1.241028, 31.151766, 3.538196], [-2.801097, 27.237963, -2.327202], [-2.923679, 33.297849, 6.386702], [-2.806956, 24.631902, 7.103071], [-3.211362, 26.652501, 5.656137], [-3.719477, 33.187166, 2.057708], [-8.105559, 26.031688, 3.398968], [-4.019629, 30.652638, -3.017428], [-7.113427, 28.214627, 7.826368], [-6.078771, 30.987560, -2.097386], [-6.587535, 33.603464, 6.193530], [-4.879043, 33.720805, 4.076233], [-3.134751, 30.617685, 8.259164], [-4.529844, 27.889852, 2.278690], [-2.019007, 29.170477, -1.504177], [-9.735070, 30.458792, 4.464728], [-0.712666, 24.981984, 1.448167], [-3.698858, 28.204555, 2.651849], [-9.013497, 31.593719, 1.983627], [-10.694570, 30.150514, 4.890274], [-8.049061, 26.333820, 7.195211], [-6.483498, 26.499182, 0.925628], [-3.327929, 29.914183, 3.749542], [-10.538040, 30.155033, 2.530163], [-4.009066, 33.275290, 0.371453], [-4.691747, 34.659361, 4.158924], [-1.947381, 29.409054, 6.850387], [-0.737190, 26.121610, 6.232048], [-9.823836, 31.545880, 4.497037], [-6.161490, 32.696435, 5.751238], [-4.205651, 26.396548, 6.027391], [-2.636568, 25.428860, 7.615779], [-8.616131, 30.781456, 2.305401], [-0.248887, 27.035806, 5.885646], [-1.399068, 28.080172, 0.347981], [-5.423417, 29.458079, 3.738518], [-9.995052, 27.920332, 3.327577], [0.114151, 29.727541, 2.570236], [-8.143401, 27.526026, 6.099446], [-4.230313, 33.530445, 7.360709], [-9.211852, 28.531325, 2.869798], [-8.332306, 30.069020, 7.826298], [-2.274132, 23.507620, 0.628913], [-3.211420, 23.164702, 0.718882], [-5.686092, 26.328367, 0.200566], [-6.242567, 27.888689, 7.245524], [-1.670448, 29.799363, -0.803002], [-3.226077, 28.669406, 9.207336], [-1.683985, 26.356026, 0.004269], [-6.990944, 29.934166, 6.588895], [-6.705945, 30.292344, 8.266021], [-1.040355, 29.710001, 4.467588], [-6.357171, 27.402194, 1.520094], [-3.653793, 29.166518, 6.753454], [-8.236843, 27.409189, 7.187223], [-5.570480, 25.149434, 2.625190], [-2.060574, 27.291008, 7.442102], [-4.641031, 31.332723, 2.168335], [-2.771795, 29.645497, 9.373804], [-6.010743, 31.985517, -2.101649], [-2.266555, 31.795034, 8.234769], [-9.307558, 28.163587, 1.846854], [0.302502, 27.689014, 3.444605], [-3.917178, 33.746010, 6.338707], [-5.823553, 30.449352, 3.970875], [-4.075874, 29.544995, 3.046198], [-1.868120, 24.580824, 1.345115], [-8.042613, 25.299968, 2.595941], [-0.702871, 33.870187, -0.531451], [0.309448, 30.865243, 4.369411], [-6.661986, 24.348633, 1.200077], [-4.149543, 31.022446, 8.289048], [-2.950137, 30.116716, 10.342656], [-1.043863, 29.422111, 1.732134], [-3.864040, 34.793118, 6.042735], [-5.070990, 30.218047, -2.523595], [-1.227797, 33.403283, 1.913990], [-2.166502, 27.825820, -1.427374], [-2.152622, 26.451497, 6.751473], [-1.618903, 23.026334, 0.040476], [-4.515316, 28.249259, -2.414126], [-9.237174, 27.743588, 7.459288], [-6.838669, 27.883787, 9.171465], [-1.711095, 27.329638, -0.242614], [-6.935666, 30.535336, -1.840640], [-2.897223, 29.944214, 6.893363], [-3.008384, 25.984243, 4.816681], [-6.139310, 28.550366, -1.911453], [-6.193843, 31.987371, 6.583191], [-2.468552, 29.493261, -2.354070], [-0.682708, 25.518615, 5.318036], [-1.662753, 33.665698, -0.317290], [-6.738721, 25.283094, 1.761962], [-3.367305, 30.500202, 1.170760], [-6.142795, 28.944178, 3.097898], [-8.021685, 24.328947, 3.099160], [-1.796080, 29.237798, 2.305110], [-5.503716, 28.980640, 4.719816], [-7.081561, 28.634623, 9.719635], [-2.730509, 26.262892, 2.194678], [-5.275261, 28.905938, -2.272974], [-7.350362, 26.688496, 0.285122], [-3.336738, 27.660381, 5.258485], [-8.236253, 28.348327, 3.315287], [-0.135493, 25.536245, 6.925698], [0.599913, 30.465838, 1.935193], [-1.697789, 29.449740, 9.418327], [-4.264240, 30.389079, 1.775772], [1.337880, 28.029065, 2.082789], [-4.291103, 32.047203, 5.089282], [-8.990222, 30.044593, 5.144870], [-2.875798, 25.314344, 1.885343], [-8.926120, 25.352245, 1.961614]],
  "atomic_forces_ev_per_a": [[-0.1, -0.2, 0.4], [-0.2, 0.3, 0.3], [0.0, -0.5, 0.8], [0.3, 0.1, 0.2], [0.3, 0.2, -0.4], [0.7, 0.4, 0.6], [0.6, 0.5, 0.0], [1.0, 0.9, 0.0], [-0.7, -1.1, 1.0], [0.0, 0.1, 0.1], [1.3, 0.3, -1.1], [0.0, 0.1, -0.1], [0.3, 0.0, -0.3], [-0.8, -0.2, -0.5], [-0.2, 0.3, 0.8], [0.3, 0.3, -0.2], [0.7, -0.2, 0.7], [0.2, 0.4, -0.5], [0.1, 0.0, -0.1], [0.0, 0.2, -0.2], [0.1, 0.1, 0.0], [0.3, 0.3, -0.3], [-1.1, -0.1, 0.4], [0.0, -0.4, -0.8], [-1.2, 0.9, 0.3], [-0.2, 0.1, -0.3], [0.4, 0.2, -1.3], [1.7, -0.5, -2.1], [0.3, -0.6, -0.2], [-0.3, 0.1, -1.5], [-0.6, 0.0, 0.2], [0.2, -0.8, -0.4], [0.0, 0.4, 0.4], [-0.1, 0.0, 0.2], [-0.1, -0.4, -0.3], [-0.4, -0.1, 1.0], [-0.7, -0.1, -1.1], [0.2, 0.1, -0.3], [-0.1, 0.0, 0.0], [0.0, -0.1, -0.3], [0.1, 0.0, 0.3], [0.2, 0.3, 0.2], [-0.2, 0.0, -1.0], [0.6, 0.1, 0.1], [-0.6, 0.3, 1.3], [0.1, -0.1, 0.3], [0.1, -0.5, 0.4], [0.6, -0.2, 0.0], [0.3, 0.1, 0.5], [0.5, -0.6, 0.9], [-0.7, 0.5, 0.9], [0.2, 0.1, 0.7], [-2.8, 0.0, 0.6], [-0.1, 0.7, -0.1], [-0.7, 0.6, -0.1], [-0.8, 0.2, 0.1], [-0.3, -0.3, -0.4], [0.0, -0.7, -0.2], [0.0, -0.1, -0.2], [0.4, 0.2, 0.4], [0.3, 0.3, 0.2], [0.1, -0.2, 0.1], [-0.5, 0.1, 0.4], [0.2, 0.3, -0.1], [-0.5, 0.2, -0.1], [0.3, -0.2, -0.1], [0.3, -0.4, -0.1], [0.2, -0.1, 0.1], [-0.1, 0.1, -0.1], [0.3, -0.2, -1.0], [-0.9, 0.2, 0.2], [-0.1, 0.2, -0.3], [0.0, 0.2, -0.6], [0.4, 0.6, 0.2], [0.0, 0.0, -0.3], [-1.2, -0.6, 1.2], [0.7, 0.5, -0.2], [-0.3, 0.3, 0.2], [0.5, -0.9, -0.4], [0.0, 0.1, -0.5], [-0.6, -0.7, -0.5], [0.6, 1.9, 0.5], [0.9, -0.9, -0.2], [-0.1, 0.1, 0.0], [-0.2, 0.1, 0.3], [-0.8, 0.3, -0.6], [-0.2, -0.5, 0.2], [-0.6, -0.5, 0.1], [0.3, -0.4, -0.4], [0.0, 0.2, 0.7], [2.0, -0.4, -0.3], [-0.3, 0.1, -0.4], [-0.9, -0.2, 0.8], [0.0, -0.6, -0.1], [0.0, 0.0, 0.2], [0.2, -0.1, -0.2], [0.0, -0.4, 0.3], [-0.3, 0.0, 0.2], [-0.3, 0.2, -1.3], [-0.1, 0.4, 0.2], [-0.7, -0.4, 0.4], [0.0, 0.1, -0.1], [0.0, 0.1, 0.1], [0.5, -0.1, 0.0], [0.2, 0.8, 0.4], [-0.7, -0.2, 0.0], [0.3, 0.1, -0.6], [0.5, 0.0, 1.1], [0.0, 0.1, 0.1], [0.0, 0.2, -0.1], [-0.5, -0.1, 0.0], [0.1, -0.3, -0.1], [0.7, -0.5, -0.1], [0.0, -0.1, 0.1], [0.3, -0.1, 0.0], [0.2, -0.8, -0.3], [-0.2, 0.0, 0.1], [0.5, 0.0, -0.1], [0.0, -0.3, -0.1], [0.0, 0.6, 0.5], [0.8, -0.2, 0.4], [0.1, 0.2, -0.6], [0.0, -0.2, 1.2], [-0.2, -0.1, -0.1], [0.3, 0.2, -0.5], [0.3, 0.4, -0.1], [-0.7, -0.7, 0.1], [0.0, 0.0, 0.0]],
  "charge": 0,
  "lumo_energy_ev": 0.1,
  "total_energy_ha": -2455.83235,
  "e_above_lowest_ev": 0.388,
  "smiles": "NC(N)=O.NC(N)=O.NC(N)=O.NC(N)=O.CC(C)O.CC(C)O.CC(C)O.CC(C)O.CC(C)O.CC(C)O.CC(C)O.CC(C)O",
  "orbital_gap_ev": 8.82
}

{
  "formula": "C21H25N5O5",
  "method": "ωB97M-V with the def2-TZVPD basis set",
  "symbols": ["N", "C", "H", "C", "O", "O", "H", "H", "C", "C", "C", "C", "H", "C", "H", "H", "H", "N", "C", "C", "H", "N", "H", "H", "H", "H", "H", "H", "C", "C", "H", "C", "C", "H", "H", "H", "H", "C", "C", "H", "H", "O", "C", "C", "H", "H", "N", "C", "O", "H", "C", "C", "O", "C", "H", "N"],
  "xyz": [[-3.751679, 0.308069, 0.872888], [-4.051706, -2.081451, 0.673203], [5.670936, 1.825600, 1.113924], [2.140768, 0.286336, 1.548907], [2.092767, 1.350144, -1.407379], [4.226652, -2.056074, -0.267277], [5.154905, -3.529720, -1.243682], [2.280675, -0.562567, -2.191347], [3.242589, -0.300542, 0.945640], [-1.552438, 0.893747, -1.735597], [0.296081, 2.444663, -0.366621], [-4.001150, 1.711948, 0.642861], [-4.594196, -2.774184, 0.028099], [0.906254, 4.142947, 1.182011], [3.515890, -3.193991, -1.853723], [2.279883, 0.765480, -3.386968], [1.652589, -2.968889, -0.455068], [-2.167865, -3.073744, -0.467028], [-3.468794, 2.168488, -0.724402], [2.594648, 0.467867, -2.380726], [-5.082172, 1.866166, 0.679749], [-2.659377, -2.223672, 0.395991], [2.252805, 1.202500, 2.103918], [-1.412808, 3.429462, 0.463467], [4.500545, 1.667070, 2.444308], [3.734629, -4.072194, -0.314979], [0.118143, -0.098681, -2.606383], [0.333475, 4.940084, 0.696479], [-4.582474, -0.647379, 0.434166], [0.714098, -1.427190, 0.668946], [-2.808784, 0.034041, 1.137265], [4.645994, 1.555741, 1.364288], [1.823317, -2.064742, 0.106305], [0.322134, 3.732843, 2.013362], [-2.262550, 0.281406, -2.272180], [-4.029442, 1.646167, -1.500728], [1.836877, 4.557718, 1.567420], [4.135530, -3.279272, -0.954547], [-1.059519, 2.653796, -0.198320], [0.024639, 0.201891, 1.866413], [-4.245605, -2.331921, 1.722015], [-5.679202, -0.460791, -0.041543], [-1.999517, 1.892384, -0.892794], [-0.605111, -1.947243, 0.413640], [3.678778, 0.530571, -2.302432], [-3.524500, 2.275033, 1.447979], [-0.892334, -2.924549, -0.473212], [-0.194404, 0.678650, -1.928328], [4.495014, 0.215456, 0.956420], [-3.660199, 3.238765, -0.824700], [3.084727, -1.523551, 0.249250], [0.742043, 1.451012, -1.266036], [1.282739, 3.142875, 0.269971], [0.882727, -0.271346, 1.416129], [3.949096, 2.207458, 0.828519], [-1.724138, -1.494833, 0.978994]],
  "atomic_forces_ev_per_a": [[0.3, 0.4, 0.2], [-1.0, 0.2, 0.1], [-0.1, 0.0, 0.0], [0.3, 0.0, 0.0], [-0.3, 0.3, 0.2], [-0.1, 0.4, 0.2], [-0.1, 0.0, 0.0], [0.0, 0.0, 0.0], [0.0, -0.2, 0.0], [-0.2, 0.2, 0.1], [0.2, 0.0, 0.0], [-0.3, 0.1, -0.3], [0.1, 0.2, 0.1], [-0.1, 0.2, 0.1], [0.0, 0.0, 0.0], [0.0, 0.0, 0.0], [0.1, -0.1, -0.1], [-1.0, -0.5, -0.4], [0.0, -0.1, 0.3], [0.1, -0.2, -0.2], [0.1, 0.1, 0.1], [1.0, 0.0, 0.0], [0.1, 0.1, 0.0], [0.0, 0.1, 0.1], [0.0, 0.0, 0.0], [0.0, 0.0, 0.0], [0.1, -0.1, -0.1], [0.0, 0.0, 0.0], [0.4, -0.4, 0.2], [0.6, 0.4, 0.3], [-0.3, 0.0, 0.0], [0.0, 0.3, 0.1], [0.0, 0.0, 0.0], [0.0, 0.0, 0.0], [-0.1, 0.0, -0.1], [0.0, 0.1, 0.0], [-0.1, 0.0, 0.0], [0.0, -0.2, -0.1], [0.2, 0.0, 0.1], [-0.1, 0.1, 0.0], [0.1, 0.0, -0.1], [-0.4, 0.0, -0.2], [-0.1, -0.1, -0.2], [-1.1, 0.0, 0.1], [0.0, -0.1, 0.0], [-0.1, 0.0, 0.0], [0.8, 0.0, -0.1], [0.4, 0.0, 0.0], [-0.1, -0.4, -0.1], [-0.1, 0.0, -0.1], [0.2, 0.1, 0.1], [0.1, 0.2, 0.0], [0.0, -0.3, -0.3], [-0.1, -0.4, -0.2], [0.0, 0.0, 0.0], [0.6, -0.2, 0.2]],
  "charge": 0,
  "lumo_energy_ev": 0.6,
  "total_energy_ha": -1465.16536,
  "e_above_lowest_ev": 0.117,
  "smiles": "COc1ccc(CCNC(=O)Cn2nnc(-c3ccc(OC)c(OC)c3)n2)cc1OC",
  "orbital_gap_ev": 8.36
}

{
  "formula": "C6H13NO",
  "method": "ωB97M-V with the def2-TZVPD basis set",
  "symbols": ["H", "C", "H", "C", "N", "H", "H", "C", "O", "H", "H", "C", "H", "H", "H", "C", "H", "C", "H", "H", "H"],
  "xyz": [[2.427029, -0.036654, -1.949670], [1.299107, -1.383915, 0.763744], [-1.591798, 2.094718, 1.830639], [-0.079033, -0.820792, 1.030278], [2.069336, -0.498600, -0.050445], [-2.675364, -0.626060, -1.728699], [1.274829, -2.359930, 0.286590], [-1.568642, 1.057670, 1.538642], [-2.073568, -0.324804, -1.052199], [1.794352, -1.435387, 1.730298], [-1.989731, 0.866550, 0.547347], [0.467091, 0.898751, -1.456095], [1.056057, -1.147205, -1.757856], [-0.520918, 0.353986, -1.404090], [0.498041, 1.356491, -2.439731], [-0.232626, 0.411923, 1.536255], [-2.211028, 0.575189, 2.271301], [1.567705, -0.264424, -1.331412], [-0.841902, -1.177224, 0.365282], [0.677642, 1.522306, -0.609654], [0.653421, 0.937411, 1.879476]],
  "atomic_forces_ev_per_a": [[0.3, 0.7, -0.2], [1.1, -0.1, 1.3], [0.4, 0.4, -0.2], [0.6, 0.7, -1.7], [-1.8, 1.1, -0.5], [-0.2, 0.0, -0.4], [-0.2, -0.3, -0.1], [-0.2, -0.2, 0.2], [0.6, 0.0, 0.2], [0.4, -0.5, -0.1], [-0.3, 0.2, 0.0], [0.2, -0.7, 0.0], [0.0, 0.1, 0.2], [-0.2, -0.2, 0.5], [0.5, 0.4, 0.1], [0.4, 0.0, 0.2], [-0.2, -0.3, 0.1], [-0.2, -1.8, -0.3], [-0.8, -0.4, 0.1], [-0.2, 0.9, 0.0], [-0.1, 0.1, 0.4]],
  "charge": 0,
  "lumo_energy_ev": -3.4,
  "total_energy_ha": -366.13739,
  "e_above_lowest_ev": 8.068,
  "orbital_gap_ev": 4.37
}